Entry one
{"formula": "C2H9NSi", "method": "ωB97M-V/def2-TZVPD", "homo_ev": -8.48, "homo_lumo_gap_ev": 9.416, "e_lumo_ev": 0.93, "elements": ["C", "C", "N", "Si", "H", "H", "H", "H", "H", "H", "H", "H", "H"], "coordinates": [[1.06989, -1.25910, 0.34903], [-1.91664, 0.58311, 0.88514], [1.45567, 1.24379, -0.76721], [0.13342, 0.19506, -0.48589], [1.37080, -1.03728, 1.36152], [0.54232, -2.13152, 0.57743], [1.84828, -1.48799, -0.41449], [-1.87326, 1.26541, 1.71996], [-2.61697, 1.07285, 0.07133], [-2.14354, -0.50958, 0.99574], [2.31598, 0.99693, -0.35065], [1.38975, 2.15243, -1.16319], [-0.55163, -0.30534, -1.76736]]}

***

Entry two
{"formula": "C2H9NSi", "method": "ωB97M-V/def2-TZVPD", "homo_ev": -9.30, "homo_lumo_gap_ev": 10.266, "smiles": "C[SiH](C)N", "e_lumo_ev": 0.97, "elements": ["C", "C", "N", "Si", "H", "H", "H", "H", "H", "H", "H", "H", "H"], "coordinates": [[1.64646, -0.68740, -0.09981], [-0.75159, 1.64101, 0.26144], [-1.32782, -1.04663, -1.00825], [-0.27987, -0.18451, 0.41668], [2.08654, -1.37965, 0.61567], [1.55598, -1.17766, -1.16037], [2.25996, 0.18111, -0.38963], [-1.38288, 1.98002, 1.14811], [0.08869, 2.33220, 0.15714], [-1.47216, 1.57538, -0.54927], [-1.08574, -0.69502, -1.91904], [-2.32730, -0.77421, -0.70604], [-0.67876, -0.94146, 1.59179]]}

***

Which is most stable, and by how much? entry two, by 20.9 kcal/mol.